[1]
Below is a molecular structure, C21H18BN3O3PtS2, with properties calculated with the ωB97M-V functional and the def2-TZVPD basis.

Values from the calculation:
2S+1 ... 1
LUMO ... -0.34 eV
Orbital gap ... 6.70 eV
HOMO ... -7.0415 eV
E ... -2141.73698 a.u.

Last column: Löwdin charge in e.
Positions of all 49 atoms, in Å:
Pt  -0.676621  0.115933  -1.302565  1.07
C  3.520103  1.226220  -3.852734  0.00
C  2.726996  0.984868  -2.586447  -0.54
O  2.180352  -0.073138  -2.350848  0.03
N  2.681529  2.054943  -1.739331  0.07
C  1.956351  2.081764  -0.485436  -0.12
C  0.634809  2.796834  -0.628214  -0.24
C  0.490856  4.108155  -0.202690  -0.01
C  -0.678923  4.798663  -0.473533  -0.04
C  -1.677775  4.162443  -1.193093  -0.04
C  -1.491027  2.842814  -1.553115  -0.10
N  -0.369146  2.165366  -1.254176  -0.06
H  3.790111  0.265245  -4.279969  0.09
H  4.418904  1.814608  -3.668140  0.08
H  2.899286  1.762834  -4.572160  0.09
H  3.154806  2.895295  -2.023046  0.14
H  2.556677  2.632157  0.240671  0.13
H  1.822367  1.066161  -0.123596  0.11
H  1.305487  4.584173  0.325895  0.12
H  -0.802178  5.819989  -0.138676  0.11
H  -2.604168  4.657479  -1.444210  0.11
H  -2.263106  2.274483  -2.058111  0.09
S  -3.503025  -0.654202  -2.415089  0.49
C  -2.547596  -1.913365  -1.860556  -1.20
N  -1.282197  -1.786336  -1.448049  -0.22
C  -0.720948  -2.958016  -0.970218  -0.32
C  0.574243  -3.098372  -0.484045  -0.02
C  0.980832  -4.348449  -0.052491  -0.09
C  0.120482  -5.445156  -0.110639  -0.10
C  -1.166480  -5.309817  -0.606418  -0.09
C  -1.580015  -4.057133  -1.034484  -0.47
S  -3.108362  -3.561453  -1.713621  1.02
H  1.230514  -2.236367  -0.458641  0.10
H  1.984274  -4.478991  0.331361  0.10
H  0.460857  -6.413159  0.232442  0.10
H  -1.833749  -6.160198  -0.656752  0.11
O  0.099929  0.587390  1.554027  0.12
B  -0.786674  0.003088  0.629983  -0.66
O  -1.793362  -0.679988  1.318384  0.15
C  -1.519278  -0.523801  2.650235  -0.20
C  -2.211447  -1.009424  3.735987  0.01
C  -1.704140  -0.690920  4.994452  -0.09
C  -0.556209  0.079204  5.140897  -0.09
C  0.136672  0.566341  4.033648  0.00
C  -0.374069  0.245231  2.797369  -0.20
H  -3.102659  -1.608027  3.609026  0.12
H  -2.215091  -1.053662  5.876318  0.10
H  -0.191130  0.305439  6.133830  0.10
H  1.032929  1.162855  4.136557  0.12

Forces on atoms 1 to 2 (eV/Å):
Pt 0.165 0.036 -0.486
C -0.043 -0.011 0.005

***

[2]
Below is a single C21H18BNO6 molecule at a distorted geometry, with properties calculated with the ωB97M-V functional and the def2-TZVPD basis.

Values from the calculation:
2S+1 ... 1
SMILES ... C#Cc1ccc(COO)c2c1C(=O)c1c(ccc(N(C)C(C)=O)c1B(C)O)C2=O
LUMO ... -0.85 eV
Orbital gap ... 8.36 eV
HOMO ... -9.2040 eV
E ... -1341.99479 a.u.

Last column: Löwdin charge in e.
Positions of all 47 atoms, in Å:
C  -1.166271  -0.097935  4.604920  0.14
C  -0.527063  -0.834774  3.905386  -0.07
C  0.254823  -1.643625  3.006765  -0.16
C  1.317501  -2.405880  3.488015  0.01
C  2.085670  -3.177550  2.629184  0.01
C  1.825400  -3.211185  1.270536  -0.10
C  2.673773  -4.025928  0.322039  -0.15
O  3.618964  -4.768651  1.079205  -0.15
O  4.786671  -4.972535  0.294803  -0.01
C  0.769237  -2.443413  0.762120  -0.02
C  -0.005228  -1.668881  1.632466  -0.02
C  -1.106458  -0.846466  1.011908  -0.26
O  -2.192389  -0.719917  1.519895  0.15
C  -0.746929  -0.242502  -0.301613  -0.03
C  0.014433  -1.019847  -1.178641  -0.08
C  0.342455  -0.532513  -2.428260  0.02
C  -0.058024  0.754273  -2.785184  0.01
C  -0.794922  1.552871  -1.910051  -0.19
N  -1.203040  2.888008  -2.212784  -0.03
C  -1.245077  3.212136  -3.652747  -0.04
C  -0.441618  3.902848  -1.538589  -0.45
C  0.693612  3.533010  -0.609701  0.03
O  -0.715109  5.060303  -1.730995  0.09
C  -1.166265  1.025219  -0.665104  0.01
B  -2.063936  1.860064  0.350363  -0.47
C  -3.526939  2.306080  -0.044674  0.01
O  -1.549879  2.178550  1.596684  0.12
C  0.445254  -2.376758  -0.709372  -0.27
O  0.523543  -3.328476  -1.446027  0.13
H  -1.566798  0.623539  5.275985  0.04
H  1.529937  -2.359277  4.546900  0.12
H  2.896412  -3.756120  3.047139  0.12
H  2.051446  -4.718467  -0.250126  0.13
H  3.172088  -3.374618  -0.400223  0.14
H  4.527192  -5.636554  -0.362125  0.10
H  0.910047  -1.139482  -3.119770  0.12
H  0.239889  1.095132  -3.766732  0.11
H  -1.748070  2.398798  -4.173741  0.10
H  -0.237151  3.277726  -4.077419  0.09
H  -1.757353  4.151660  -3.814560  0.09
H  1.082992  4.460266  -0.200994  0.09
H  1.490428  2.983434  -1.112649  0.10
H  0.361692  2.918370  0.227850  0.07
H  -3.568867  3.396170  0.005529  0.08
H  -3.827968  1.970129  -1.034985  0.06
H  -4.219760  1.868968  0.682279  0.07
H  -2.178344  1.883800  2.267097  0.10

Forces on atoms 1 to 2 (eV/Å):
C 0.503 0.023 0.134
C -0.030 0.110 -0.214

***

[3]
Below is a single C21H18ClN5O2S molecule at a distorted geometry, with properties calculated with the ωB97M-V functional and the def2-TZVPD basis.

Values from the calculation:
2S+1 ... 1
SMILES ... Cc1cc(Cl)ccc1NC(=O)CSc1nnc(-c2ccncc2)n1Cc1ccco1
LUMO ... 0.11 eV
Orbital gap ... 8.25 eV
HOMO ... -8.1410 eV
E ... -2093.70168 a.u.

Last column: Löwdin charge in e.
Positions of all 48 atoms, in Å:
C  0.388417  1.110448  2.539437  -0.05
C  0.114016  2.578907  2.658238  -0.20
C  -0.348585  3.091630  3.859877  -0.08
C  -0.630321  4.440575  3.995438  -0.68
Cl  -1.205284  5.041428  5.512830  0.66
C  -0.458878  5.304971  2.929726  -0.10
C  0.004472  4.808057  1.726362  0.00
C  0.296119  3.455130  1.576102  -0.17
N  0.790987  2.939975  0.370817  0.14
C  0.849796  3.560957  -0.828954  -0.53
O  0.439101  4.670085  -1.090484  0.07
C  1.528868  2.713183  -1.906204  -0.34
S  0.458372  1.381832  -2.545454  1.03
C  0.884169  0.121896  -1.437084  -0.60
N  1.560624  0.267607  -0.323469  0.00
N  1.715727  -0.945260  0.219161  0.10
C  1.126016  -1.825567  -0.545886  -0.24
C  1.096058  -3.247922  -0.256864  -0.14
C  2.185729  -3.821088  0.400697  0.00
C  2.148943  -5.175984  0.679714  -0.14
N  1.133283  -5.959817  0.357067  0.06
C  0.093385  -5.411718  -0.244665  -0.14
C  0.013939  -4.067310  -0.573548  0.00
N  0.577843  -1.191231  -1.638356  0.02
C  -0.139099  -1.711636  -2.774396  -0.06
C  -1.618302  -1.690155  -2.540404  -0.28
C  -2.592870  -2.613211  -2.782253  -0.03
C  -3.808122  -2.018063  -2.361333  -0.05
C  -3.477796  -0.785496  -1.893028  -0.10
O  -2.155957  -0.577598  -1.997884  0.04
H  1.425137  0.913133  2.271130  0.08
H  -0.245268  0.661413  1.775212  0.08
H  0.182715  0.612199  3.482656  0.08
H  -0.493679  2.431660  4.701442  0.11
H  -0.681329  6.354536  3.035494  0.10
H  0.137351  5.473775  0.890619  0.10
H  1.143036  1.980674  0.404534  0.08
H  1.735507  3.349352  -2.766414  0.08
H  2.441458  2.246131  -1.539676  0.08
H  3.026673  -3.206826  0.677680  0.11
H  2.972558  -5.663278  1.184048  0.11
H  -0.722307  -6.084672  -0.474551  0.11
H  -0.879027  -3.671947  -1.031139  0.09
H  0.109705  -1.072733  -3.632083  0.12
H  0.190658  -2.732931  -2.978950  0.14
H  -2.465380  -3.586389  -3.211099  0.12
H  -4.784064  -2.454756  -2.402170  0.10
H  -4.064394  0.006036  -1.471935  0.13

Forces on atoms 1 to 2 (eV/Å):
C -0.006 0.074 0.007
C -0.038 0.116 -0.044

***

[4]
Below is a single C21H18F2N4O2 molecule at a distorted geometry, with properties calculated with the ωB97M-V functional and the def2-TZVPD basis.

Values from the calculation:
2S+1 ... 1
SMILES ... O=C(Nc1ccnnc1)c1cc(N2CC(F)(F)C2)ccc1OCc1ccccc1
LUMO ... -0.13 eV
Orbital gap ... 8.19 eV
HOMO ... -8.3142 eV
E ... -1380.12588 a.u.

Last column: Löwdin charge in e.
Positions of all 47 atoms, in Å:
O  -1.692924  1.626042  -1.168510  0.06
C  -0.643722  1.106190  -0.763075  -0.41
N  0.478531  0.999555  -1.518014  0.16
C  0.762248  1.186450  -2.908823  -0.17
C  2.075187  1.172491  -3.309653  -0.03
C  2.493537  1.888661  -4.425458  -0.11
N  1.556365  2.335156  -5.327978  0.01
N  0.195426  2.255065  -5.003356  0.02
C  -0.213686  1.695327  -3.825300  -0.04
C  -0.628213  0.637619  0.621819  -0.06
C  -1.901198  0.761655  1.296470  0.07
C  -1.943642  0.614423  2.697170  -0.18
N  -3.250582  0.690321  3.322155  -0.06
C  -4.561019  0.249669  2.728210  -0.04
C  -5.062614  -0.203980  4.055841  -0.49
F  -6.133876  0.402133  4.664948  0.07
F  -5.329641  -1.502888  4.163509  0.11
C  -3.663556  0.292787  4.678367  -0.04
C  -0.776908  0.489192  3.469702  -0.03
C  0.454600  0.489742  2.820647  0.03
C  0.533333  0.433438  1.335704  -0.19
O  1.788383  0.241444  0.801408  -0.08
C  2.339943  -1.033336  0.762016  -0.19
C  2.571764  -1.544388  -0.594850  -0.20
C  1.503676  -2.246613  -1.267151  0.00
C  1.772813  -2.668368  -2.598829  -0.09
C  2.971153  -2.415100  -3.195672  -0.10
C  3.991832  -1.664847  -2.581092  -0.07
C  3.745929  -1.165645  -1.293646  -0.04
H  1.106105  0.339534  -0.963237  0.13
H  2.828294  0.711351  -2.610143  0.11
H  3.520977  2.007734  -4.546557  0.08
H  -1.229911  1.492176  -3.665172  0.09
H  -2.836043  1.005155  0.907361  0.10
H  -5.158777  1.011034  2.189281  0.14
H  -4.359912  -0.555609  2.027284  0.13
H  -3.142113  -0.557585  5.181114  0.13
H  -3.681530  1.178005  5.361874  0.13
H  -0.765168  0.588945  4.562766  0.12
H  1.359888  0.552498  3.489254  0.13
H  1.653556  -1.747418  1.301515  0.16
H  3.182447  -0.887767  1.364964  0.12
H  0.490720  -2.367431  -0.861887  0.12
H  1.124595  -3.388569  -3.183773  0.13
H  3.155021  -2.560011  -4.254653  0.11
H  4.838488  -1.412444  -3.109732  0.08
H  4.480226  -0.531793  -0.826818  0.12

Forces on atoms 1 to 2 (eV/Å):
O 1.175 -0.432 -0.081
C -2.739 1.210 -2.464